Entry 1:
The following is a quantum chemistry calculation of 6 unconnected molecules or ions with the total composition C30H51BIN3O21Si, from the OMol25 dataset.

Geometry as XYZ:
```
108
Properties=species:S:1:pos:R:3:forces:R:3
C -2.616592 0.461590 -1.955524 -0.3461 0.9644 -0.6370
C -4.064642 0.033204 -2.644141 0.5263 2.1252 -0.4640
O -4.824085 -0.960431 -1.869178 2.9588 -2.5554 -0.0793
C -4.047316 -2.194200 -1.634456 0.9373 -1.6815 -1.4476
C -3.537744 -3.130425 -2.923393 0.3032 -0.7666 4.9183
O -3.780312 -2.786831 -4.339633 0.0656 -0.8233 3.2840
N -2.588110 -2.274759 -4.773248 0.6212 0.1334 -4.4784
O -2.543763 -2.294103 -5.993305 -0.3999 0.2942 3.8099
C -2.704925 -4.530127 -2.639212 -1.2009 2.3127 4.4540
B -2.158537 -5.573189 -3.785773 0.1035 -2.1326 -0.9619
O -1.129374 -5.232345 -4.798891 -0.5587 -1.1383 2.9699
O -2.773647 -6.944943 -3.778775 3.0008 2.4593 0.0740
C -2.414655 -4.910506 -1.068565 -1.9552 2.7971 -1.8334
I -1.255074 -6.760408 -0.615081 -1.1050 1.8855 -0.3987
C -2.928646 -4.002999 0.231482 0.0066 -0.0113 -0.9378
N -2.598013 -4.537462 1.596085 -3.7764 6.0135 0.0471
C -3.152484 -3.632519 2.660328 0.0188 -0.0986 -3.3495
C -3.963235 -2.251401 2.375660 0.1656 -0.3505 -2.2556
C -4.443084 -1.377708 3.718546 1.3577 -1.1442 -0.0273
C -3.032967 -1.154889 4.590116 -1.0696 0.0776 -1.0261
O -2.062233 -0.601943 3.600528 0.6152 -1.6459 2.5647
Si -0.432100 -1.181612 3.907238 0.7996 0.9658 -0.8886
C 0.759062 0.294105 3.394869 0.3552 0.5792 -0.3611
C 0.109788 -2.679773 2.802105 0.7704 -0.7003 -0.4503
C -0.039275 -1.570468 5.755361 0.3789 -0.1674 1.1136
N -4.268078 -1.704366 1.009529 3.1160 -5.6712 2.4087
C -3.747956 -2.628243 -0.055069 0.1774 -0.4526 -0.7367
H -2.513213 1.636379 -2.141308 -0.1695 -2.5540 0.3858
H -2.632661 0.316760 -0.790728 0.0353 0.0141 -2.3677
H -1.694492 -0.031201 -2.489011 -1.8717 0.6963 1.3013
H -4.719615 1.031215 -2.629640 1.1364 -2.4746 0.1389
H -3.962010 -0.240965 -3.795537 -0.1122 0.2658 2.5866
H -0.204028 -5.426251 -4.449801 -1.7097 0.5402 -0.6210
H -2.061555 -7.639514 -3.950052 -1.4326 1.4393 -0.0888
H -2.973031 -3.955720 3.789981 -0.4018 0.6463 -2.8372
H -5.139161 -2.051447 4.400265 1.1920 1.4549 -1.6348
H -4.945459 -0.352698 3.436544 1.1037 -2.2504 0.4094
H -3.241094 -0.416958 5.476148 0.5473 -1.3122 -1.7049
H -2.661446 -2.184844 5.024227 -0.8146 2.0085 -0.7820
H 0.133601 1.254704 3.108978 1.3983 -1.8758 0.6078
H 1.472845 0.543066 4.300028 -1.3834 -0.3481 -1.8653
H 1.426087 -0.016489 2.462227 -1.3794 0.7161 1.9702
H 1.277241 -2.814725 2.971719 -2.3088 0.3415 -0.2373
H -0.384134 -3.697236 3.117317 0.9043 1.9468 -0.9417
H -0.010978 -2.438093 1.642584 0.0020 -0.7177 2.4954
H 1.145464 -1.587702 5.853127 -2.4772 0.0908 -0.2013
H -0.416374 -2.621344 6.105671 0.6142 1.9871 -0.5288
H -0.461474 -0.728986 6.473097 0.8999 -1.7877 -1.3758
C -2.601284 -4.548415 -8.287701 -0.1491 0.0270 0.5889
O -2.352670 -4.521723 -9.691794 0.7383 0.7358 -0.6551
C -1.487764 -3.553849 -10.087409 0.0896 0.1940 0.3787
O -0.935346 -2.744407 -9.359062 -0.7429 -1.1282 -1.0428
O -1.344053 -3.642662 -11.433804 -0.2120 -0.0661 0.9814
C -0.455276 -2.678018 -11.994046 0.3051 0.3298 -0.2157
H -3.305542 -5.359780 -8.084482 0.1497 0.0911 -0.3373
H -1.677114 -4.748454 -7.735775 -0.1512 0.2008 -0.0575
H -3.054883 -3.608146 -7.957971 0.2606 -0.1840 -0.0653
H 0.554604 -2.803233 -11.590211 -0.2276 0.1357 0.0524
H -0.823164 -1.663000 -11.812526 0.1599 -0.1851 0.1155
H -0.416407 -2.841589 -13.074464 -0.2063 -0.1988 0.2613
C 4.272113 5.222072 4.651654 0.4650 0.2831 0.0770
O 3.103172 4.439591 4.416496 -0.9554 0.3789 -0.3529
C 2.034271 5.150748 3.977111 -0.0757 0.2802 -0.0928
O 2.006652 6.355298 3.779249 0.1060 -1.8009 0.2923
O 1.001466 4.289437 3.796062 1.0085 0.5608 0.2292
C -0.199592 4.902676 3.331588 -0.4774 0.2096 -0.2077
H 5.063117 4.551996 4.999364 -0.3622 -0.0882 -0.0901
H 4.608671 5.700940 3.726373 -0.1643 0.0453 0.2133
H 4.086585 5.968928 5.430349 -0.0120 -0.0327 -0.2596
H -0.041749 5.368836 2.353630 0.0163 0.0568 0.2623
H -0.563885 5.636696 4.057575 0.1509 -0.0189 -0.2008
H -0.957275 4.121956 3.222220 0.3629 -0.0417 0.1214
C -0.730054 12.559517 2.483300 -0.0786 0.2587 -0.4106
O -0.533159 11.855007 3.707594 0.5559 -0.7827 0.0997
C 0.297428 10.786425 3.609558 0.3002 -0.2977 -0.2823
O 0.859746 10.405979 2.594713 -0.8377 0.5965 1.4420
O 0.393898 10.214518 4.836319 -0.2740 0.7987 -0.8996
C 1.242424 9.069095 4.884762 0.2256 -0.5394 -0.0739
H -1.410223 13.393078 2.678590 0.1285 -0.2623 0.2531
H 0.217335 12.967120 2.115816 -0.1530 -0.2250 -0.0221
H -1.189961 11.908452 1.732848 0.2460 0.0745 0.0845
H 2.268587 9.337158 4.613185 -0.2329 -0.1103 -0.1307
H 0.861289 8.278497 4.230360 0.2524 0.3185 0.0644
H 1.245282 8.693796 5.911753 -0.1895 0.3002 -0.1171
C 3.666474 -0.511857 -2.648230 0.2808 -0.0035 0.3857
O 2.863804 -0.429264 -3.824197 -0.6375 -0.6921 -0.2293
C 2.032181 -1.485671 -4.007938 -0.2335 -0.3125 -0.0328
O 1.929527 -2.454091 -3.271407 0.1864 1.2969 -0.9466
O 1.334619 -1.277849 -5.153162 0.8800 0.0684 1.0856
C 0.412906 -2.317421 -5.475767 -0.3954 -0.4038 -0.1970
H 4.291680 0.384012 -2.602106 -0.2563 -0.0921 -0.2716
H 3.037354 -0.539058 -1.752574 0.1099 -0.1701 -0.1685
H 4.322224 -1.387586 -2.689076 -0.2424 0.0685 0.0891
H -0.346169 -2.416847 -4.693118 0.4866 -0.0818 -0.1180
H 0.938641 -3.265290 -5.629715 -0.0681 0.1413 0.1647
H -0.088610 -2.046873 -6.408964 0.2981 0.1521 0.2193
C 6.139481 -4.377543 4.221774 0.3378 -0.4310 -0.0356
O 5.208236 -3.302160 4.323412 0.1802 1.0335 -0.2407
C 5.705467 -2.095833 3.950731 0.4717 0.0786 -0.1672
O 6.839732 -1.879279 3.553994 -1.6675 -0.3158 0.5840
O 4.721995 -1.172253 4.095997 0.6063 -0.8758 -0.0359
C 5.105008 0.154174 3.737903 0.0908 0.5345 -0.1257
H 5.635555 -5.292712 4.544443 -0.1485 0.3615 -0.0192
H 6.463838 -4.510572 3.184553 0.0644 0.1374 0.2275
H 6.998644 -4.207673 4.878708 -0.0841 0.0531 -0.2525
H 5.388093 0.202256 2.681413 0.1084 -0.0481 0.2413
H 5.922762 0.505191 4.375567 -0.0304 -0.1397 -0.2299
H 4.242804 0.808460 3.893096 0.0038 -0.3685 0.0499
```
Forces are in eV/Å.

## Properties
HOMO-LUMO gap, hartree: 0.2488
SMILES string: CCOc1c(ON=O)c(B(O)O)c(I)c2ncc(CCO[Si](C)(C)C)nc12.COC(=O)OC.COC(=O)OC.COC(=O)OC.COC(=O)OC.COC(=O)OC
Total charge: 0

Results of the Mulliken charge analysis, in e, for atoms 1 through 8: number 1, C, carries -0.554; number 2, C, carries -0.238; number 3, O, carries -0.427; number 4, C, carries 0.054; number 5, C, carries 0.041; number 6, O, carries -0.353; number 7, N, carries 0.220; number 8, O, carries -0.344

---

Entry 2:
The following is a quantum chemistry calculation of a molecular structure, C35H43NOReS3Si, from the OMol25 dataset.

Geometry as XYZ:
```
85
Properties=species:S:1:pos:R:3:forces:R:3
Re 0.885232 -0.891343 0.802139 1.7145 0.4307 0.1342
C 1.740793 -1.688723 4.134866 0.0697 0.0029 -0.0018
C 1.952234 -0.869001 2.888117 0.0943 0.1374 0.2410
C 2.943092 -1.242559 1.963232 -0.2642 -0.3113 0.2895
C 3.634082 -2.566657 2.144479 0.0686 0.0698 -0.0322
C 3.298137 -0.386736 0.870884 -0.2185 -0.2682 -0.2336
C 4.486791 -0.698978 0.000517 0.0493 -0.0147 -0.0182
C 2.645036 0.848397 0.730860 -0.3348 0.3181 -0.1328
C 3.085035 1.788209 -0.354875 0.0316 -0.0636 -0.0505
C 1.587266 1.212777 1.613476 -0.2985 0.1101 0.2594
C 0.947437 2.581067 1.571703 0.0532 0.0156 -0.0788
C 1.191786 0.334871 2.668613 -0.2020 -0.1587 -0.1425
C 0.103124 0.725496 3.631988 0.0052 0.0468 -0.0065
H 1.265996 -2.647475 3.932150 -0.0003 -0.0064 -0.0137
H 1.128473 -1.163924 4.859394 -0.0077 0.0023 0.0016
H 2.707364 -1.883957 4.599686 0.0037 0.0020 0.0015
H 4.577148 -2.417278 2.676471 0.0012 0.0084 0.0181
H 3.863050 -3.035347 1.191227 0.0056 -0.0082 -0.0041
H 3.030977 -3.255376 2.728591 -0.0033 -0.0100 -0.0095
H 4.210051 -0.868887 -1.037240 -0.0001 0.0272 -0.0211
H 5.031107 -1.568679 0.351141 -0.0104 -0.0109 -0.0197
H 5.174978 0.146764 0.012425 0.0094 -0.0028 0.0412
H 3.857622 2.453302 0.041264 0.0084 0.0004 0.0041
H 2.275296 2.403752 -0.726946 -0.0705 0.0144 -0.0188
H 3.511725 1.255831 -1.200011 -0.0075 -0.0029 -0.0007
H -0.099311 2.552805 1.266946 -0.0076 -0.0287 0.0071
H 1.478180 3.258285 0.910536 -0.0151 -0.0069 -0.0127
H 0.973988 3.015319 2.570981 0.0177 0.0108 0.0004
H 0.526506 1.207611 4.516209 0.0151 0.0076 0.0000
H -0.457883 -0.146232 3.960798 0.0003 -0.0039 -0.0008
H -0.600483 1.416279 3.176573 -0.0092 0.0016 -0.0079
S -0.667525 -2.308219 1.897612 -0.3117 -0.1964 0.0301
C 0.302337 -3.497711 1.078523 -0.0363 0.1417 -0.0803
N 1.122573 -2.885894 0.241688 -0.1266 -0.4142 0.0945
C 1.936873 -3.774057 -0.450663 -0.0536 -0.0854 -0.0959
C 2.858692 -3.468042 -1.445022 0.0007 -0.0963 0.0222
C 3.571599 -4.508190 -2.009100 0.0048 0.0295 -0.0112
C 3.364287 -5.830385 -1.605203 0.0137 -0.0336 -0.0148
C 2.427371 -6.146143 -0.640289 -0.0120 0.0293 -0.0016
C 1.711695 -5.100854 -0.066801 0.0642 0.0363 -0.0626
S 0.451012 -5.198339 1.142424 -0.0608 0.1279 0.0102
H 2.988084 -2.448711 -1.776724 -0.0163 0.0355 -0.0108
H 4.294569 -4.300743 -2.785975 0.0030 0.0014 -0.0072
H 3.935579 -6.622498 -2.068185 0.0056 -0.0101 0.0004
H 2.255067 -7.172660 -0.348500 -0.0066 -0.0099 0.0116
O 0.142744 -0.602936 -1.047017 -0.3198 0.3429 -0.3238
S -0.783784 -0.228003 -2.237317 0.0489 -0.2576 0.1391
C -2.377386 0.125944 -1.625974 0.1079 0.1040 -0.0126
C -3.330276 0.620660 -2.664723 0.0140 -0.0125 -0.0297
C -4.876810 1.485869 -0.771010 -0.0641 0.0390 0.0329
C -5.231159 0.038298 -0.562454 0.0339 -0.0736 0.0317
C -4.284436 -0.881047 -0.387904 -0.0605 0.0317 -0.0024
C -2.819693 -0.492006 -0.335087 -0.0178 -0.1571 0.0334
C -0.262457 1.358038 -2.826710 0.0310 -0.1045 -0.0957
C -0.112770 2.431486 -1.964064 -0.0711 0.0515 0.0365
C 0.245492 3.661150 -2.485717 -0.0105 0.0197 0.0583
C 0.437286 3.803581 -3.856940 0.0006 -0.0202 -0.0387
C 0.280387 2.720606 -4.708959 0.0216 -0.0044 -0.0078
C -0.065082 1.477186 -4.194898 0.1370 0.0207 0.0197
H -2.807212 0.968238 -3.558098 0.0096 0.0001 0.0026
H -5.782290 2.092895 -0.696626 0.0123 0.0243 0.0016
H -6.272621 -0.261409 -0.559312 -0.0136 0.0010 0.0017
H -4.540472 -1.925769 -0.265696 0.0189 -0.0175 0.0156
H -2.223329 -1.393637 -0.164496 -0.0063 0.0087 0.0184
H -0.303159 2.302564 -0.906796 0.0453 -0.0161 0.0062
H 0.356464 4.516889 -1.832217 0.0007 0.0050 0.0047
H 0.707474 4.768855 -4.262530 0.0009 0.0143 -0.0013
H 0.432702 2.837725 -5.772757 -0.0045 0.0080 -0.0067
H -0.172272 0.620022 -4.847328 -0.0312 -0.0167 0.0017
C -2.785074 3.540101 0.295800 0.0079 -0.0906 0.0014
Si -3.759124 1.980223 0.679958 -0.0057 0.0840 0.0773
C -4.263842 1.737598 -2.166015 0.0407 0.0167 -0.0624
C -4.755115 2.201282 2.240030 -0.0098 -0.0568 -0.0965
C -2.589201 0.487508 0.848230 0.0036 0.0861 0.0017
H -3.444970 4.348919 -0.022724 -0.0407 0.0084 0.0034
H -2.053426 3.384315 -0.499835 -0.0914 0.0589 0.0232
H -2.256582 3.895390 1.183642 0.0183 -0.0002 0.0298
H -3.720422 2.685244 -2.171030 0.0031 0.0104 0.0090
H -5.058662 1.833828 -2.907998 0.0015 0.0083 0.0032
H -3.936186 -0.237701 -2.977917 -0.0317 0.0221 0.0178
H -5.406858 3.073683 2.173855 -0.0079 0.0191 -0.0105
H -4.112478 2.337606 3.111634 0.0326 0.0062 0.0100
H -5.384074 1.328505 2.425244 -0.0049 -0.0116 0.0094
H -2.799752 -0.053915 1.774422 0.0156 0.0059 0.0440
H -1.538638 0.805076 0.887369 0.0191 -0.0220 -0.0226
```
Forces are in eV/Å.

## Properties
Spin multiplicity: 4
HOMO-LUMO gap (spin up / spin down), hartree: 0.2799 / 0.2518
Total charge: +2

Results of the Mulliken charge analysis, in e, for atoms 1 through 8: number 1, Re, carries 0.911; number 2, C, carries -2.029; number 3, C, carries 1.046; number 4, C, carries 0.994; number 5, C, carries -2.451; number 6, C, carries 1.017; number 7, C, carries -2.072; number 8, C, carries 1.193

---

Entry 3:
The following is a quantum chemistry calculation of a molecular structure, CH4NOP, from the OMol25 dataset.

Geometry as XYZ:
```
8
Properties=species:S:1:pos:R:3:forces:R:3
C 0.659238 -0.488302 -0.476275 0.8397 2.8278 -4.0803
N 1.743584 -1.122466 -0.437045 -0.4631 -0.5562 0.7494
O -1.877793 0.184572 -0.647305 0.2312 -0.4032 0.8792
P -0.921417 -0.758489 0.423044 -0.9900 1.3291 -0.1306
H 0.434062 0.430774 -1.508108 0.4593 -2.4611 2.9489
H 2.494613 -0.987857 -1.131661 -0.9480 0.5243 0.3446
H -2.318235 0.951743 -0.235503 0.4873 -0.6080 -0.1675
H -0.814538 0.276973 1.453276 0.3836 -0.6527 -0.5436
```
Forces are in eV/Å.

## Properties
HOMO-LUMO gap, hartree: 0.3502
Total charge: 0

In the Mulliken picture, each atom carries the following charge in e: number 1, C, carries 0.148; number 2, N, carries -0.522; number 3, O, carries -0.510; number 4, P, carries 0.075; number 5, H, carries 0.179; number 6, H, carries 0.271; number 7, H, carries 0.321; number 8, H, carries 0.039

---

Entry 4:
The following is a quantum chemistry calculation of 2 unconnected molecules or ions with the total composition C5H13NO, from the OMol25 dataset.

Geometry as XYZ:
```
20
Properties=species:S:1:pos:R:3:forces:R:3
C 0.411100 -0.039537 -2.033708 0.7347 0.2170 -0.5749
C 0.857297 0.722119 -1.034863 -1.0135 -0.8867 -0.0930
C 2.294788 1.072139 -0.885426 0.4032 0.2574 1.2633
C -0.132534 1.199347 0.018956 0.3629 0.8122 -1.6092
C 0.145510 0.813732 1.455136 -0.9764 0.1898 0.3040
N 0.272410 -0.611336 1.737793 0.6023 -0.4490 -0.4187
H 1.105197 -0.357951 -2.806926 0.0039 -0.0352 0.0271
H -0.617998 -0.304835 -2.230851 -0.1412 0.0403 0.4234
H 2.433404 2.131894 -0.645856 -0.1187 0.0812 -0.3429
H 2.956349 0.791612 -1.697942 -0.2187 -0.0608 -0.2383
H 2.681136 0.595844 0.029457 0.0206 -0.1366 -0.1900
H -1.130266 0.917056 -0.325755 -0.0059 -0.4155 0.2978
H -0.152330 2.290963 -0.143753 0.0708 -0.0046 0.6969
H 1.005166 1.367101 1.828335 0.1660 -0.2220 0.1295
H -0.721860 1.152041 2.037095 0.2394 0.1885 0.0181
H -0.372742 -1.165190 1.171976 -0.0322 0.3559 0.1746
H 1.188547 -0.941697 1.438060 -0.1045 0.0655 0.1247
O -4.421628 -3.097223 0.556924 0.2632 0.2980 0.4145
H -3.908408 -2.696510 1.280802 -0.2925 -0.2922 -0.4423
H -3.893138 -3.839569 0.250549 0.0367 -0.0031 0.0357
```
Forces are in eV/Å.

## Properties
HOMO-LUMO gap, hartree: 0.3652
SMILES string: C=C(C)CCN.O
Total charge: 0

Results of the Mulliken charge analysis, in e, for atoms 1 through 8: number 1, C, carries -1.070; number 2, C, carries 0.957; number 3, C, carries -1.220; number 4, C, carries -0.742; number 5, C, carries -0.708; number 6, N, carries -0.598; number 7, H, carries 0.266; number 8, H, carries 0.289

---

The evaluated max |F| for the records listed, in turn: 0.13809; 0.03448; 0.09791; 0.03576 hartree/bohr.